(1)
Here is a molecular structure, C58H50F4O4P2Pd in a non-equilibrium geometry from the OMol25 dataset. Energies are from the ωB97M-V functional and the def2-TZVPD basis.

Output
- Max |F|: 0.06612 hartree/bohr
- Frontier orbital gap: 6.11 eV

```
! wB97M-V def2-TZVPD RIJCOSX def2/J DEFGRID3
* xyz 0 1
F -4.9719 2.1904 -1.2762
C -3.8234 2.1326 -0.5174
C -3.8857 2.4150 0.8469
C -2.7154 2.2329 1.5763
F -2.8058 2.3089 2.9506
C -1.5084 1.8861 0.9895
C -1.4410 1.7299 -0.4092
C -0.1200 1.6649 -1.0666
C 0.1901 2.3156 -2.2102
C 1.6057 2.9517 -2.4962
C 2.6415 1.8818 -2.4225
C 3.2549 1.2032 -3.4758
C 4.4356 0.5256 -3.1629
F 5.0730 -0.1661 -4.1570
C 5.0147 0.5297 -1.8889
C 4.2731 1.1098 -0.8724
F 4.7692 1.1330 0.4033
C 3.0769 1.7368 -1.1234
Pd -0.5381 -1.2742 -0.3417
P -2.3681 -2.5596 -0.4451
C -3.3559 -1.9313 -1.8249
C -2.7955 -1.9887 -3.1090
C -3.4852 -1.4405 -4.1911
C -4.7284 -0.8331 -3.9877
C -5.2785 -0.7630 -2.7049
C -4.5975 -1.3107 -1.6178
C -2.0441 -4.3085 -0.7891
C -2.9428 -5.0706 -1.5576
C -2.6880 -6.4266 -1.7702
C -1.5397 -7.0152 -1.2289
C -0.6436 -6.2566 -0.4682
C -0.8971 -4.9031 -0.2473
C -3.4289 -2.5164 1.0260
C -4.0242 -3.6786 1.5494
C -4.7896 -3.5991 2.7142
C -4.9552 -2.3720 3.3686
C -4.3506 -1.2178 2.8592
C -3.5911 -1.2928 1.6925
P 0.8883 -1.6313 1.3427
C 1.1353 -0.1853 2.4022
C 0.4520 0.0001 3.6177
C 0.4743 1.2480 4.2425
C 1.1444 2.3272 3.6578
C 1.8213 2.1398 2.4534
C 1.8724 0.8783 1.8636
C 0.5083 -3.0199 2.4457
C 1.3908 -4.1042 2.6038
C 0.9991 -5.2181 3.3467
C -0.2618 -5.2581 3.9514
C -1.1269 -4.1695 3.8240
C -0.7457 -3.0563 3.0784
C 2.4967 -1.9979 0.5993
C 3.6972 -1.7293 1.2816
C 4.9098 -2.1034 0.7056
C 4.9352 -2.7203 -0.5485
C 3.7466 -2.9430 -1.2413
C 2.5266 -2.5836 -0.6703
C -2.6430 1.7599 -1.1544
H -4.8286 2.7094 1.3116
H -0.6296 1.6922 1.6046
H 0.6588 1.0225 -0.5924
H -0.5775 2.3910 -3.0248
H 1.5089 3.4981 -3.4717
H 2.8493 1.1967 -4.4909
H 5.9597 0.0441 -1.6810
H 2.4942 2.2012 -0.3549
H -1.8173 -2.4547 -3.2454
H -3.0572 -1.4933 -5.1931
H -5.2712 -0.4110 -4.8350
H -6.2455 -0.2829 -2.5440
H -5.0331 -1.2770 -0.6184
H -3.8339 -4.5985 -1.9775
H -3.3913 -7.0210 -2.3536
H -1.3458 -8.0741 -1.3965
H 0.2494 -6.7126 -0.0363
H -0.2124 -4.2960 0.3507
H -3.8817 -4.6360 1.0473
H -5.2542 -4.5036 3.1144
H -5.5465 -2.3230 4.2844
H -4.4630 -0.2591 3.3663
H -3.0974 -0.4031 1.2943
H -0.0855 -0.8282 4.0752
H -0.0581 1.3888 5.1831
H 1.1383 3.3137 4.1221
H 2.3066 2.9748 1.9606
H 2.4851 0.7120 0.9795
H 2.3812 -4.0757 2.1462
H 1.6802 -6.0643 3.4455
H -0.5662 -6.1400 4.5159
H -2.1116 -4.1864 4.2941
H -1.4363 -2.2170 2.9639
H 3.6872 -1.2251 2.2485
H 5.8420 -1.8899 1.2306
H 5.8906 -3.0067 -0.9924
H 3.7660 -3.3891 -2.2378
H 1.5902 -2.7221 -1.2230
H -2.6148 1.4511 -2.2030
H 2.4753 4.7663 -2.5612
C 2.1294 4.1756 -1.6784
C 3.2653 4.4983 -0.5673
O 3.4785 3.8312 0.4422
O 3.9769 5.6375 -0.6932
C 4.9847 5.8046 0.3916
C 5.7323 7.0905 0.1758
C 0.9042 4.6013 -1.0038
O 0.6048 4.3208 0.1526
O 0.0522 5.1365 -1.9152
C -1.3510 5.1690 -1.5872
C -1.9554 6.2231 -2.4609
H 4.4772 5.7973 1.3666
H 5.6722 4.9487 0.3538
H 6.5184 7.1484 0.9324
H 6.1995 7.1398 -0.8094
H 5.0801 7.9492 0.3335
H -1.7832 4.1924 -1.8259
H -1.4896 5.3583 -0.5190
H -3.0271 6.0625 -2.4987
H -1.7663 7.2075 -2.0452
H -1.5490 6.1800 -3.4663
*
```


(2)
Here is a molecular structure, C20H32AsBF4N5OSV from the OMol25 dataset. Energies are from the ωB97M-V functional and the def2-TZVPD basis.

Output
- Max |F|: 0.00424 hartree/bohr
- Frontier orbital gap (spin up / spin down): 7.70 / 8.66 eV

```
! wB97M-V def2-TZVPD RIJCOSX def2/J DEFGRID3
* xyz 2 3
V -0.6115 0.4317 -0.5529
C -0.6369 -3.5238 -1.6376
C -0.6963 -3.4487 -0.1150
As 0.0431 -1.7963 0.6027
C 1.9603 -2.0986 0.7769
C 2.7462 -1.8824 -0.5122
C -0.5889 -1.7348 2.4439
C -0.2105 -2.9626 3.2652
H -1.0292 -4.4770 -1.9899
H 0.3866 -3.4443 -2.0106
H -1.2469 -2.7394 -2.0914
H -0.1498 -4.2720 0.3461
H -1.7286 -3.5056 0.2341
H 2.0879 -3.1133 1.1565
H 2.3039 -1.4129 1.5550
H 2.4317 -2.5634 -1.3045
H 3.8069 -2.0621 -0.3393
H 2.6418 -0.8539 -0.8627
H -1.6714 -1.6039 2.3930
H -0.1837 -0.8196 2.8814
H -0.6264 -3.8763 2.8404
H -0.6010 -2.8666 4.2779
H 0.8703 -3.0833 3.3398
N 0.1880 -0.0546 -2.4689
H 1.1104 0.3345 -2.6495
H -0.4267 0.2871 -3.2065
H 0.2627 -1.0614 -2.6008
N -5.7018 1.0257 -0.5251
C -5.7991 -0.2066 -1.0093
N -6.9883 -0.7395 -1.2538
N -4.7362 -0.9859 -1.2817
C -3.5371 -0.6155 -1.1325
N -2.3922 -0.3778 -1.0388
H -6.5237 1.5776 -0.3425
H -4.8068 1.4488 -0.3182
H -7.8479 -0.2454 -1.0864
H -7.0293 -1.6701 -1.6345
O 1.0675 1.1095 0.0855
S 1.3284 2.1140 1.2720
C 2.8164 1.4831 1.9745
C 2.7099 0.9883 3.2692
C 3.8281 0.4257 3.8676
C 5.0236 0.3617 3.1658
C 5.1162 0.8647 1.8698
C 4.0114 1.4357 1.2657
C 1.8307 3.5944 0.4479
C 1.7435 4.7628 1.1919
C 2.1420 5.9522 0.6022
C 2.5960 5.9590 -0.7098
C 2.6562 4.7818 -1.4440
C 2.2724 3.5815 -0.8662
H 1.7708 1.0567 3.8060
H 3.7673 0.0481 4.8789
H 5.8972 -0.0717 3.6338
H 6.0577 0.8235 1.3394
H 4.0803 1.8510 0.2679
H 1.3616 4.7499 2.2055
H 2.0830 6.8743 1.1633
H 2.8967 6.8912 -1.1682
H 3.0024 4.8000 -2.4684
H 2.3099 2.6567 -1.4253
F -1.3296 2.2922 -1.0050
B -1.9748 2.5797 0.3145
F -3.3234 2.5784 0.1557
F -1.4164 3.6567 0.8815
F -1.5579 1.3508 1.0376
*
```


(3)
Here is a molecular structure, C55H44I2KNO2P3Si in a non-equilibrium geometry from the OMol25 dataset. Energies are from the ωB97M-V functional and the def2-TZVPD basis.

Output
- Max |F|: 0.05182 hartree/bohr
- Frontier orbital gap: 4.65 eV

```
! wB97M-V def2-TZVPD RIJCOSX def2/J DEFGRID3
* xyz -1 1
K -2.1216 1.4942 0.0718
C 1.0943 -2.9494 -5.8359
C 2.1038 -2.4431 -5.0336
C 1.8712 -2.1731 -3.6971
C 0.6187 -2.4131 -3.1410
C -0.3844 -2.9263 -3.9578
C -0.1559 -3.1948 -5.2939
P 0.0536 -1.9908 -1.4192
C -0.2613 -0.2814 -1.9728
C -1.5147 0.0830 -2.2838
C -1.8434 1.4222 -2.8666
C -0.6282 2.1972 -3.3579
C 0.7040 1.6431 -3.0635
C 0.8702 0.5242 -2.3525
C 1.6434 -1.8650 -0.5359
C 2.5651 -2.8731 -0.8041
C 3.7908 -2.9029 -0.1630
C 4.1029 -1.8968 0.7340
C 3.1594 -0.9295 1.0404
C 1.8915 -0.9237 0.4710
Si 0.5228 0.3215 1.0404
C 1.5715 1.7633 1.7398
C 2.3296 1.6723 2.9041
C 2.9978 2.7685 3.4191
C 2.9040 3.9989 2.7852
C 2.1371 4.1112 1.6426
C 1.4774 3.0011 1.1199
P 0.3991 3.1628 -0.3949
C 1.7334 4.0723 -1.2704
C 2.8208 3.2587 -1.5971
C 3.9218 3.7637 -2.2552
C 3.9648 5.1090 -2.5849
C 2.9079 5.9321 -2.2403
C 1.7982 5.4217 -1.5850
C -0.6892 4.4294 0.3574
C -1.2546 5.5130 -0.3097
C -2.1714 6.3345 0.3216
C -2.5846 6.0697 1.6151
C -2.0612 4.9728 2.2814
C -1.1146 4.1764 1.6658
C -0.2253 -0.2556 2.7034
C -0.4491 0.6018 3.7804
C -1.1636 0.1973 4.8901
C -1.6627 -1.0969 4.9755
C -1.4637 -1.9639 3.9184
C -0.7933 -1.5252 2.7855
P -0.5742 -2.5499 1.3060
C 0.0006 -4.0355 2.2222
C -0.8087 -5.0824 2.6508
C -0.2969 -6.0637 3.4801
C 1.0264 -6.0228 3.8830
C 1.8477 -5.0026 3.4294
C 1.3397 -4.0180 2.6049
C -2.2729 -3.1100 0.9519
C -3.4264 -2.5938 1.5301
C -4.6625 -3.1294 1.2038
C -4.7581 -4.1547 0.2762
C -3.6144 -4.6332 -0.3495
C -2.3808 -4.1097 -0.0155
H 1.2853 -3.1510 -6.8809
H 3.0820 -2.2542 -5.4563
H 2.6737 -1.7781 -3.0908
H -1.3632 -3.1063 -3.5306
H -0.9470 -3.5963 -5.9131
H -2.3378 -0.5837 -2.0659
H -2.6074 1.2953 -3.6574
H -0.7144 2.5599 -4.3876
H 1.5533 2.2025 -3.4280
H 1.8532 0.1538 -2.1007
H 2.3135 -3.6462 -1.5216
H 4.4932 -3.7007 -0.3660
H 5.0666 -1.8805 1.2271
H 3.4162 -0.1615 1.7536
H 2.3711 0.7319 3.4420
H 3.5835 2.6711 4.3250
H 3.4142 4.8654 3.1908
H 2.0368 5.0743 1.1546
H 2.7855 2.2132 -1.3205
H 4.7477 3.1130 -2.5122
H 4.8252 5.5150 -3.0980
H 2.9463 6.9873 -2.4781
H 0.9986 6.0881 -1.3042
H -1.0146 5.7007 -1.3420
H -2.5846 7.1796 -0.2108
H -3.3037 6.7130 2.1043
H -2.3851 4.7484 3.2914
H -0.6719 3.3518 2.2143
H -0.0468 1.6061 3.7508
H -1.3218 0.8855 5.7112
H -2.1943 -1.4246 5.8601
H -1.8408 -2.9767 3.9692
H -1.8458 -5.1255 2.3498
H -0.9439 -6.8571 3.8285
H 1.4147 -6.7817 4.5478
H 2.8850 -4.9723 3.7305
H 1.9730 -3.2135 2.2559
H -3.3579 -1.7977 2.2611
H -5.5544 -2.7458 1.6793
H -5.7226 -4.5837 0.0418
H -3.6868 -5.4185 -1.0891
H -1.4739 -4.4762 -0.4835
I -4.5222 -1.8592 -4.1293
C -4.7602 -1.8562 -1.9886
I -5.7276 -0.0971 -1.1591
H -3.7754 -1.9485 -1.5412
H -5.3802 -2.7101 -1.7381
O -1.2623 4.4043 -2.9925
N -0.9049 3.3825 -2.4148
O -2.2985 2.3546 -1.9091
*
```


Energy (eV)
-102073.1000; -139661.0709; -131601.0726